1.
27
Properties=species:S:1:pos:R:3:forces:R:3:mulliken_charge:R:1 method="wB97M-V/def2-TZVPD" e_above_lowest_kcal_mol=65.6
C 1.713887 2.540405 -0.970565 1.2 -0.1 -1.7 -0.788
C -0.263089 -0.197916 0.871991 -1.5 -1.2 -0.7 0.219
C -0.567998 -1.186888 -0.091069 -0.9 0.7 0.8 -0.314
C -1.857077 -1.407107 -0.594104 1.3 0.6 0.0 -0.735
C -2.864125 -0.551571 -0.229552 0.3 -0.6 1.2 0.498
C -4.334708 -0.686771 -0.500625 -0.5 -0.2 0.8 -1.057
C -2.531208 0.352167 0.777897 -3.0 0.8 0.6 0.153
C -1.344077 0.522854 1.417822 2.2 0.1 0.3 -0.897
H 5.500155 -1.256369 -0.977215 0.1 -0.3 -0.8 0.323
H 4.507403 -2.549454 0.835660 -1.1 1.7 -1.0 0.249
H 3.391010 -1.204403 0.656629 1.1 -0.9 -0.4 0.283
H 2.717004 2.096928 -1.317030 -1.6 0.3 0.8 0.303
H 1.004030 2.465333 -1.840076 0.7 0.1 0.7 0.271
H 1.942441 3.592715 -0.776202 -0.3 0.0 0.1 0.276
H 0.137596 1.913817 0.366009 1.1 0.0 -0.7 0.267
H 0.221586 -1.852884 -0.295289 0.8 -0.7 -0.6 0.512
H -2.009522 -2.193224 -1.289899 -0.2 -0.7 -0.5 0.408
H -4.557734 -0.570152 -1.567313 -0.3 0.1 0.3 0.300
H -4.700233 0.146675 0.161787 -0.8 -0.9 -1.4 0.288
H -4.818443 -1.654191 -0.116557 0.9 1.3 -0.6 0.268
H -3.475406 0.834311 1.116340 1.3 0.3 0.4 0.136
H -1.159700 1.135622 2.324113 -0.5 -0.2 -0.8 0.411
N 4.097151 -1.812541 0.166789 -0.2 -1.1 1.3 -0.391
N 1.157771 1.862175 0.162906 -1.0 -0.8 1.0 0.041
N 1.788255 0.786852 0.674307 -0.1 -0.4 0.2 -0.092
N 1.119455 -0.171556 1.170089 0.9 1.3 -0.2 -0.508
O 5.185573 -0.954830 -0.136848 0.1 0.6 0.8 -0.426

---

2.
24
Properties=species:S:1:pos:R:3:forces:R:3:mulliken_charge:R:1 method="wB97M-V/def2-TZVPD" e_above_lowest_kcal_mol=108.5 total_charge=+1 smiles=C#C[C@@H]([NH3+])C1(OC)CCC1
C -3.140144 -0.022053 0.396593 -1.4 0.3 -0.1 0.205
C -2.129058 -0.644199 0.480058 0.4 0.5 -0.7 -1.059
C -0.574311 2.125144 -0.476389 -0.5 5.3 2.5 -0.353
C -0.408924 0.935648 -1.248081 3.7 -1.7 -2.5 -1.161
C 0.126642 1.423288 0.786300 -2.5 0.5 -0.5 -0.969
C 0.224250 0.120592 -0.084574 -2.8 2.1 0.1 1.553
C 2.256893 -0.863603 0.619340 0.8 -3.2 -0.8 -0.670
C -0.746322 -0.992701 0.374264 0.8 -0.6 1.7 -0.372
N -0.438138 -2.093623 -0.601598 1.1 -0.1 -0.3 -0.228
O 1.425364 -0.443962 -0.440236 1.2 -0.6 -1.4 -0.639
H -4.089070 0.469202 0.283666 0.3 -0.2 0.2 0.417
H -0.060998 3.067656 -0.925827 -0.4 -1.7 0.9 0.261
H -1.594992 2.586138 -0.259705 1.0 -1.3 -0.1 0.224
H -1.168462 0.490922 -1.831623 -1.0 -0.4 -0.6 0.395
H 0.471576 1.214072 -1.916513 -1.1 -1.0 0.3 0.245
H 1.013031 1.829108 1.190414 1.1 0.5 0.1 0.453
H -0.658921 1.441613 1.594815 1.0 -0.7 -0.6 0.256
H 2.178144 -0.129375 1.290730 -0.2 2.5 3.3 0.349
H 3.350147 -0.966931 0.422441 -1.1 0.1 -0.8 0.306
H 1.909834 -1.844679 1.046786 0.3 0.8 -0.2 0.229
H -0.418930 -1.268366 1.394311 0.1 -0.6 -0.5 0.377
H 0.505981 -1.675215 -0.891827 -0.4 -0.2 -1.1 0.465
H -1.102581 -2.269215 -1.378741 0.5 0.2 0.7 0.368
H -0.061971 -2.947406 -0.204184 -0.9 -0.6 0.4 0.350

---

Calculated values (eV) of highest occupied orbital energy for the records, taken in order: -8.80; -13.82.
Calculated values (eV) of Kohn-Sham gap for the records, taken in order: 9.6; 10.5.